216
Properties=species:S:1:pos:R:3:forces:R:3 method="wB97M-V/def2-TZVPD" charge=0 spin_multiplicity=1 gap_ev=8.7
C -4.8114 8.8978 7.7581 -0.80 -0.48 1.87
O -4.2340 9.3759 6.6298 1.56 -0.22 -2.08
C -3.1713 8.5577 5.9977 -1.21 0.98 0.50
C -3.3098 8.6622 4.4740 0.88 0.99 2.31
N -2.8955 10.0493 4.0859 -0.62 -1.74 -0.63
C -3.4701 10.3461 2.7821 -0.46 1.48 -1.45
C -4.8623 10.9960 2.8027 -0.11 -0.40 0.47
O -5.7874 10.0744 3.4125 1.29 1.16 -1.38
C -7.1188 10.4797 3.4251 -0.75 -0.91 1.11
H -5.4194 8.0080 7.5954 0.00 -0.33 -0.08
H -5.4717 9.6400 8.2067 -0.21 0.31 -0.46
H -4.1268 8.7144 8.5863 0.55 -0.39 -0.02
H -3.1466 7.4968 6.2466 -0.83 -0.09 0.49
H -2.2320 8.9473 6.3903 0.22 0.20 -0.37
H -4.3606 8.5259 4.2183 0.23 -0.69 -0.20
H -2.6022 7.8624 4.2559 -0.09 0.18 -1.48
H -3.4360 10.5846 4.7504 0.12 0.54 0.18
H -3.4817 9.5633 2.0237 -0.20 -1.03 0.79
H -2.8460 11.0098 2.1836 0.36 0.76 0.49
H -5.1791 11.3544 1.8233 -0.11 -0.69 -0.57
H -4.8857 11.9423 3.3432 0.30 0.06 0.74
H -7.7017 10.4225 2.5057 0.46 -0.30 -0.55
H -7.3428 11.4683 3.8258 0.53 0.25 0.32
H -7.4620 9.7127 4.1194 -1.10 0.35 0.01
C -8.8252 3.2454 -5.6621 0.47 -0.05 -0.18
O -7.9570 2.3828 -4.9356 -1.22 -0.04 2.07
C -8.6378 1.8318 -3.7222 0.74 -1.04 -1.83
C -7.6467 1.3268 -2.6847 0.27 0.39 -0.16
N -8.3090 1.0518 -1.4418 -0.61 0.99 1.70
C -7.4512 1.1640 -0.2517 -0.89 -0.42 0.80
C -8.2166 1.1136 1.1379 -1.21 1.18 0.03
O -7.9980 2.1818 2.1272 -0.01 1.18 -1.42
C -8.3756 3.5527 1.6042 0.32 -2.33 -1.03
H -9.4221 2.7077 -6.3987 -0.06 -0.22 -0.06
H -8.1910 3.9580 -6.1894 -0.01 -0.03 -0.07
H -9.5136 3.8161 -5.0387 0.06 -0.02 0.29
H -9.1154 0.9077 -4.0478 -0.72 0.11 -0.29
H -9.3973 2.4959 -3.3096 0.34 0.29 0.02
H -6.9107 2.1171 -2.5372 0.15 -0.05 0.22
H -7.1248 0.4288 -3.0150 0.27 0.08 -0.58
H -8.8865 0.2251 -1.3854 0.18 -0.07 -0.45
H -6.8944 2.0948 -0.3594 0.17 -0.18 0.26
H -6.7897 0.2993 -0.1981 0.66 0.17 -0.12
H -8.1261 0.1339 1.6069 1.05 0.30 0.48
H -9.3029 1.1046 1.0489 -0.33 0.30 -1.05
H -7.9762 3.6517 0.5949 1.08 0.30 0.20
H -8.0622 4.3520 2.2758 0.02 -0.51 0.03
H -9.4087 3.6414 1.2683 -0.70 -0.33 1.14
C 2.6133 -7.1854 -16.7394 0.36 0.39 -0.01
O 2.9391 -5.9264 -16.2678 0.32 3.46 -0.53
C 2.6529 -4.8471 -17.2219 0.06 0.48 0.65
C 3.0851 -3.4140 -16.6612 0.53 -3.31 -0.15
N 2.4972 -3.0379 -15.3980 -0.01 1.60 -2.09
C 1.0621 -2.7371 -15.6076 0.92 -1.98 2.72
C 0.5002 -2.3756 -14.2163 2.39 0.67 -1.44
O -0.8037 -2.3528 -14.3799 -4.82 0.11 -1.80
C -1.5876 -1.6257 -13.5143 -0.62 -0.22 1.46
H 1.5246 -7.2299 -16.7093 -0.09 -0.94 -0.25
H 3.1574 -7.8411 -16.0598 -0.58 -0.53 -0.12
H 3.0383 -7.2814 -17.7386 -0.31 -0.50 -0.31
H 1.6217 -4.8388 -17.5748 -0.46 -0.35 0.47
H 3.2200 -4.9440 -18.1477 0.45 -0.50 -0.04
H 2.9481 -2.7444 -17.5103 -0.20 0.45 0.41
H 4.1460 -3.6480 -16.5735 0.33 0.83 0.40
H 2.7627 -3.7048 -14.6874 -0.68 -0.10 0.02
H 0.5512 -3.6626 -15.8734 -0.37 0.07 -0.57
H 0.8520 -1.9397 -16.3203 0.41 -0.06 0.04
H 0.8488 -1.3489 -14.1043 0.64 0.02 1.22
H 0.6866 -3.1262 -13.4482 1.20 0.23 0.33
H -2.6418 -1.7251 -13.7731 0.15 0.03 -0.37
H -1.3489 -0.5698 -13.3872 0.34 0.24 -0.49
H -1.5055 -2.0547 -12.5156 0.02 -0.08 0.46
C -0.0710 2.9744 -4.5919 -0.09 -0.70 0.31
O 0.5156 3.1999 -3.2787 -0.63 -0.56 -1.39
C -0.5043 3.1940 -2.2688 0.87 1.49 1.24
C 0.1206 3.0631 -0.8404 -0.08 -0.76 -0.56
N 0.0822 1.6964 -0.2621 -0.67 0.83 -2.05
C 0.7817 1.4529 0.9336 0.39 -1.88 2.04
C 0.6993 -0.1302 1.3675 0.47 2.04 -1.57
O 1.6132 -0.4755 2.3663 -0.17 0.17 1.00
C 1.1445 -0.1230 3.6409 -0.73 1.12 0.90
H -0.9001 3.5894 -4.9418 -0.43 0.58 1.07
H -0.4403 1.9489 -4.5816 -0.01 -0.15 -0.31
H 0.5782 3.1122 -5.4566 1.01 -0.21 0.72
H -1.3462 2.5262 -2.4512 0.12 -0.13 -0.16
H -0.7912 4.2454 -2.2475 -1.03 -0.02 -0.16
H -0.3556 3.7594 -0.1501 -0.32 -0.11 -0.02
H 1.1129 3.4787 -1.0160 0.58 -0.21 0.32
H 0.3263 1.0710 -1.0166 0.25 -0.34 0.14
H 0.3293 2.0478 1.7271 -0.23 0.03 0.15
H 1.8392 1.7099 0.9942 0.45 0.05 -0.50
H 1.0460 -0.7242 0.5220 -0.37 0.10 -0.30
H -0.3473 -0.3458 1.5823 -0.01 -0.28 0.30
H 0.8501 0.9208 3.7507 0.23 0.62 -0.65
H 1.8608 -0.2044 4.4584 0.33 -0.79 -0.47
H 0.1917 -0.5788 3.9102 0.09 -0.90 -0.05
C -11.3035 -5.9720 11.6025 -1.00 1.00 0.05
O -11.4009 -4.8384 12.5060 1.19 -1.60 1.21
C -10.8354 -5.1685 13.8371 -0.33 0.71 -0.90
C -9.3795 -4.6437 13.9432 -0.66 0.54 1.78
N -9.3868 -3.1965 14.3989 -0.14 -1.58 0.19
C -8.0174 -2.7647 14.7060 0.50 0.44 -4.49
C -7.2235 -2.7649 13.2245 1.63 0.28 2.32
O -7.4929 -1.6408 12.3984 -0.07 -0.91 0.36
C -6.7846 -1.7225 11.1404 -1.60 0.24 1.09
H -12.0291 -6.7327 11.8903 -0.18 -0.04 0.03
H -10.3600 -6.4991 11.4611 0.54 0.52 0.51
H -11.5911 -5.5423 10.6429 -0.03 -0.24 -0.07
H -11.0872 -6.1865 14.1344 1.03 -0.80 -0.85
H -11.4510 -4.7491 14.6328 0.05 1.27 -0.36
H -8.7553 -4.7763 13.0595 -0.53 -0.28 -0.26
H -8.8567 -5.1364 14.7630 -0.08 -0.48 0.01
H -9.7498 -2.7278 13.5812 0.12 0.82 0.10
H -7.4937 -3.4006 15.4196 -0.23 -0.20 -0.19
H -7.9339 -1.7271 15.0295 -0.44 -0.06 0.16
H -7.2129 -3.7302 12.7185 -1.10 -0.04 -0.39
H -6.1517 -2.7343 13.4204 0.50 0.36 0.56
H -7.2596 -2.5200 10.5690 0.13 0.02 -0.40
H -5.7222 -1.9415 11.2469 0.10 0.28 0.16
H -7.0271 -0.7355 10.7464 0.58 -0.24 -0.60
C 15.2910 -11.2234 -3.9847 -2.00 -0.40 -0.70
O 13.9716 -10.6779 -4.3381 0.09 -0.10 0.42
C 12.8634 -11.6124 -4.2371 0.99 -0.32 -1.59
C 11.4018 -11.0060 -4.3609 3.20 -0.83 1.32
N 11.3692 -10.1172 -3.2351 -1.67 -1.08 1.53
C 10.9908 -8.7789 -3.4884 1.27 1.69 -0.92
C 10.9026 -7.8957 -2.2088 -0.82 -0.09 -0.94
O 9.6736 -8.1298 -1.6146 -2.69 -0.93 1.48
C 8.4362 -7.5348 -2.1152 1.81 -0.29 0.31
H 15.9753 -10.3765 -3.9327 -0.10 -0.31 0.12
H 15.5866 -11.9805 -4.7110 0.26 0.37 -0.66
H 15.2422 -11.8561 -3.0985 -0.07 0.61 0.73
H 13.0414 -12.1688 -3.3169 -0.73 0.09 0.50
H 13.0049 -12.3639 -5.0138 -0.06 -0.18 -0.36
H 10.8092 -11.9130 -4.2418 -0.61 0.14 -0.04
H 11.1811 -10.5357 -5.3191 0.26 0.09 -0.04
H 12.2187 -10.1820 -2.6928 -0.10 0.28 -0.18
H 10.1040 -8.7006 -4.1174 -0.60 -0.24 0.61
H 11.7377 -8.4801 -4.2238 0.47 1.40 -0.01
H 10.9479 -6.8079 -2.2608 0.67 0.23 -1.16
H 11.6535 -8.1640 -1.4655 0.10 -0.35 -0.11
H 7.5902 -7.9162 -1.5435 0.38 -0.20 0.19
H 8.2627 -7.7920 -3.1601 0.09 0.22 -0.14
H 8.5042 -6.4609 -1.9413 -0.16 0.21 -0.36
C -5.1787 -6.6242 5.0798 -0.46 -0.77 -0.19
C -6.4373 -7.2407 4.4387 0.44 -0.21 0.72
O -7.1136 -6.2273 3.7644 -0.69 0.93 -0.97
H -4.4735 -6.4020 4.2788 0.00 0.23 0.09
H -4.6960 -7.3307 5.7551 0.02 -0.01 0.07
H -5.4400 -5.7155 5.6221 0.05 -0.05 -0.05
H -7.1397 -7.7059 5.1302 0.32 -0.06 0.53
H -6.1722 -8.0357 3.7417 0.21 0.00 -0.18
H -8.0031 -6.1208 4.1095 0.12 -0.06 -0.03
C 7.3488 2.1220 -6.1302 0.71 -0.38 0.94
C 8.2837 2.3898 -7.2802 -1.25 0.37 -0.30
O 7.7157 1.7894 -8.4542 0.40 0.14 -0.15
H 6.3140 2.3698 -6.3667 0.07 -0.34 -0.14
H 7.6155 2.7097 -5.2518 0.14 0.20 0.04
H 7.5194 1.0884 -5.8291 -0.74 -0.17 0.00
H 9.2767 1.9672 -7.1267 -0.01 0.26 0.02
H 8.2754 3.4729 -7.4019 0.74 0.10 -0.24
H 7.2970 2.5039 -8.9397 -0.07 -0.18 -0.16
C 4.7491 5.2635 8.8744 -0.95 1.90 1.02
C 6.1490 4.9260 9.2327 1.05 1.79 1.02
O 6.4917 3.7118 8.7193 0.66 -2.55 -0.91
H 4.0327 4.5720 9.3179 0.00 -0.66 -1.15
H 4.6667 5.6802 7.8706 -0.33 -1.33 -0.53
H 4.3716 6.1594 9.3672 0.60 0.48 0.74
H 6.3904 4.9126 10.2955 -0.83 -0.29 0.51
H 6.8620 5.7057 8.9648 -0.08 0.30 -0.80
H 7.1493 3.7248 8.0201 -0.12 0.36 0.09
C 5.2702 8.9170 -8.3032 -0.32 -0.26 0.46
C 6.1359 10.1747 -8.2050 -2.00 -0.11 0.13
O 7.3201 10.0380 -8.8660 1.82 -0.32 -0.93
H 5.5550 8.1315 -7.6033 -0.03 0.23 0.37
H 5.1777 8.3594 -9.2352 0.62 0.68 -0.55
H 4.2477 9.2475 -8.1208 -0.09 -0.22 0.46
H 6.2919 10.4713 -7.1677 -0.08 -0.29 0.37
H 5.5352 10.9773 -8.6329 -0.07 0.32 -0.24
H 7.8001 10.8672 -8.8068 0.15 -0.03 -0.07
C -1.1901 -3.7294 -3.8145 0.51 0.15 0.27
C 0.1805 -3.7113 -4.4711 -0.44 0.03 1.09
O 0.9380 -2.7393 -3.7099 0.13 -0.85 -0.85
H -1.5703 -2.7079 -3.8017 -0.63 -0.18 -0.67
H -1.0947 -3.9118 -2.7441 0.34 -0.43 0.01
H -1.7998 -4.5301 -4.2331 -0.44 0.51 -0.15
H 0.1491 -3.4947 -5.5389 -0.08 0.44 -0.02
H 0.6006 -4.7143 -4.3970 0.36 -0.04 0.19
H 1.8366 -3.0765 -3.7322 0.25 0.37 0.15
C -1.4763 11.9401 -7.0642 0.12 0.82 -0.51
C -2.8176 12.5385 -6.7207 1.17 -0.21 -0.99
O -3.0839 12.2005 -5.4217 -1.10 -0.10 2.18
H -1.2788 12.2679 -8.0848 0.34 -0.52 -0.23
H -1.5199 10.8567 -6.9531 0.11 0.07 -0.20
H -0.6836 12.3517 -6.4394 -0.06 -0.11 0.14
H -3.5335 12.0925 -7.4111 -0.45 0.37 -0.15
H -2.8088 13.6284 -6.7322 0.07 0.12 -0.97
H -3.5340 12.9818 -5.0923 -0.21 -0.44 0.73
C 2.5762 -6.4007 11.2992 0.24 -0.55 -0.59
C 2.8866 -5.8797 12.7169 -2.43 -1.01 -2.15
O 4.2625 -5.8299 12.8060 0.87 0.27 1.15
H 1.5559 -6.6547 11.0119 -0.38 0.60 0.41
H 3.0639 -7.3665 11.1672 0.38 -0.04 0.22
H 3.0165 -5.7668 10.5294 -0.14 0.24 0.01
H 2.3815 -6.6141 13.3444 0.86 -0.11 0.77
H 2.2987 -4.9765 12.8807 0.62 0.57 0.19
H 4.5738 -4.9591 12.5484 -0.01 0.04 -0.01
C 8.7428 -2.9815 8.4609 0.59 0.24 0.12
C 8.7871 -2.6623 9.9857 0.64 -0.58 -3.02
O 7.5609 -2.0686 10.2443 -1.02 -0.04 1.61
H 7.7906 -3.3295 8.0607 -0.36 -0.17 0.81
H 9.4351 -3.7954 8.2453 0.47 0.49 -0.51
H 8.8878 -2.0467 7.9194 0.68 -0.16 -0.39
H 9.5813 -1.9526 10.2175 0.35 -0.15 -0.05
H 9.0770 -3.6400 10.3706 -1.06 0.23 1.34
H 7.5047 -1.3665 9.5921 -0.29 0.15 0.09